72
Properties=species:S:1:pos:R:3:forces:R:3:mulliken_charge:R:1 method="wB97M-V/def2-TZVPD" relative_energy_kcal_mol=39.5 energy_ha=-1372.60445 gap_ev="5.7 / 5.6" charge=+1 homo_energy_ev="-9.556 / -9.462"
C 0.913 -2.482 -0.129 -0.3 0.2 -0.5 0.47
C 1.807 -1.675 -0.914 -0.9 0.1 -0.5 0.20
C 1.258 -1.584 -2.231 -0.5 -0.6 0.5 0.11
C 0.003 -2.279 -2.248 0.9 0.6 0.4 0.94
C -0.192 -2.852 -0.957 0.5 0.3 0.0 0.34
Pb -0.252 -0.170 -0.561 0.9 -2.6 0.1 1.34
C -2.672 0.848 -0.890 -1.0 0.4 2.2 0.71
C -2.413 0.473 0.456 -1.7 2.2 -2.5 -0.17
H -2.159 1.286 1.144 -0.1 -0.3 -0.2 0.50
C -2.212 -0.863 0.846 0.9 -1.3 0.2 -0.67
H -2.678 -1.698 0.316 0.2 0.4 0.2 0.47
H -1.753 -1.107 1.809 -0.4 0.2 -0.4 -0.27
C -2.702 2.298 -1.267 -0.5 0.4 0.1 -1.18
H -2.097 2.922 -0.588 -0.2 -0.2 -0.2 0.22
H -2.354 2.488 -2.298 -0.2 -0.2 0.5 0.23
H -3.752 2.636 -1.190 0.4 0.2 -0.2 0.42
C -3.235 -0.118 -1.892 0.1 -0.2 -0.3 -0.80
H -3.085 -1.174 -1.621 -0.1 0.3 -0.1 0.02
H -4.325 0.059 -1.951 0.4 -0.1 0.0 0.49
H -2.832 0.022 -2.913 -0.1 0.1 0.5 0.15
C 3.070 -1.035 -0.455 0.9 -0.1 0.1 -1.16
H 3.070 -0.761 0.615 -0.1 -0.2 -0.4 0.10
H 3.895 -1.752 -0.605 0.0 0.4 0.1 0.36
H 3.329 -0.122 -1.020 -0.2 -0.4 0.1 0.29
C 1.915 -0.910 -3.376 0.6 0.0 -0.6 -1.30
H 2.413 0.037 -3.101 -0.2 -0.4 -0.1 0.23
H 2.686 -1.593 -3.772 -0.1 0.4 -0.1 0.42
H 1.224 -0.683 -4.201 0.3 -0.2 0.3 0.37
C -0.883 -2.455 -3.429 -0.2 -0.5 -0.6 -1.48
H -0.891 -1.595 -4.121 0.1 -0.3 0.3 0.34
H -0.512 -3.322 -4.003 -0.3 0.3 0.0 0.38
H -1.931 -2.665 -3.157 0.4 0.0 -0.1 0.27
C -1.306 -3.757 -0.572 -0.3 -0.6 0.1 -1.49
H -2.265 -3.512 -1.063 0.4 0.0 0.1 0.42
H -1.041 -4.782 -0.886 -0.3 0.2 0.2 0.36
H -1.485 -3.788 0.515 0.1 0.0 -0.4 0.29
C 1.104 -2.840 1.300 0.3 -0.3 0.7 -0.68
H 0.162 -3.066 1.828 0.2 0.0 -0.3 0.17
H 1.749 -3.732 1.376 -0.2 0.2 0.1 0.40
H 1.577 -2.034 1.885 -0.1 -0.3 -0.5 -0.30
C 0.194 1.402 -2.032 -0.3 0.4 0.3 1.11
C 0.837 2.511 -1.497 0.1 0.1 -0.6 -0.92
C -0.176 1.271 -3.366 0.3 0.1 0.0 -0.59
C 1.178 3.548 -2.385 -0.2 -0.6 0.5 -0.66
H 1.088 2.549 -0.426 0.0 0.2 -0.7 0.73
C 0.193 2.302 -4.241 -0.2 -0.5 0.5 -0.80
H -0.674 0.359 -3.731 0.2 0.7 0.2 0.29
C 0.860 3.419 -3.738 0.0 0.2 0.1 -0.84
H 1.690 4.415 -1.968 -0.1 -0.1 -0.4 0.44
H -0.046 2.178 -5.298 0.1 0.3 0.3 0.47
H 1.132 4.216 -4.415 0.0 0.0 -0.1 0.40
C 0.515 3.268 2.725 0.1 -0.4 0.4 -0.73
N 0.631 1.980 3.431 -0.2 0.2 -0.5 0.14
C 0.805 1.979 4.875 -0.1 -0.5 -0.1 -0.71
C 0.521 0.836 2.738 0.1 -0.5 0.3 -0.48
N 0.366 0.872 1.446 -0.5 1.3 -0.3 -0.08
N 0.592 -0.426 3.419 0.6 1.2 -1.0 1.25
C 1.844 -0.814 4.056 0.0 0.2 0.0 -1.38
C -0.595 -0.967 4.033 -0.4 0.0 0.1 -1.38
H 0.636 4.029 3.490 0.0 0.2 -0.3 0.33
H -0.474 3.387 2.253 0.2 0.0 0.2 0.28
H 1.298 3.386 1.962 -0.1 -0.1 0.2 0.25
H 0.003 1.373 5.329 0.4 0.4 0.1 0.25
H 1.786 1.542 5.116 -0.4 0.4 0.2 0.22
H 0.745 3.021 5.179 0.0 -0.3 0.4 0.31
H 0.135 1.832 1.101 0.6 -0.9 0.8 -0.70
H 1.828 -0.525 5.117 0.3 -0.2 -0.1 0.46
H 1.958 -1.902 3.991 0.0 0.2 0.0 0.41
H 2.711 -0.357 3.550 -0.4 -0.1 0.2 0.33
H -1.466 -0.315 3.859 0.3 -0.2 0.1 0.51
H -0.836 -1.964 3.638 0.1 0.1 0.1 0.16
H -0.429 -1.072 5.112 -0.2 0.1 0.0 0.42

---

83
Properties=species:S:1:pos:R:3:forces:R:3:mulliken_charge:R:1 method="wB97M-V/def2-TZVPD" relative_energy_kcal_mol=0.0 energy_ha=-4743.56120 smiles="CCCCCCCCCCc1ccc(B(O)O)c2nc(P(O)Br)cnc12.CCOC(=O)OC.CCOC(=O)OC" gap_ev=8.0 charge=0 homo_energy_ev=-8.999
C -4.530 -3.912 -0.957 -0.3 -0.2 0.4 -1.38
C -4.758 -4.630 0.379 0.1 -0.4 -1.0 -0.26
C -3.911 -5.918 0.453 -0.3 0.1 0.9 -0.91
C -3.288 -6.141 1.854 1.1 0.1 -1.0 -0.87
C -1.768 -5.828 1.868 -0.2 0.3 1.0 -0.71
C -1.439 -4.698 2.855 0.3 0.1 -0.9 -0.43
C 0.066 -4.429 2.962 -0.4 0.1 0.7 -0.97
C 0.360 -2.952 3.233 0.2 -0.4 -0.4 -0.63
C 0.186 -2.086 1.993 0.6 -0.4 -0.1 -0.40
C 0.785 -0.698 2.186 -0.6 0.3 -0.1 -0.91
C 0.368 0.363 1.187 0.0 0.1 0.5 1.00
C -0.020 1.588 1.664 0.0 0.1 -0.2 -0.82
C -0.399 2.634 0.798 0.2 -0.5 -0.3 -1.15
C -0.393 2.461 -0.561 -0.3 0.5 -0.5 0.31
B -0.808 3.704 -1.450 -0.2 -0.2 -0.1 0.46
O -0.243 3.978 -2.660 0.4 0.6 0.5 -0.25
O -1.771 4.593 -0.986 0.3 -0.3 0.4 -0.51
C -0.010 1.196 -1.108 -0.1 0.6 0.3 0.22
N -0.035 1.022 -2.462 0.2 -0.5 0.7 -0.18
C 0.334 -0.171 -2.864 -0.1 0.8 -1.2 0.00
P 0.301 -0.658 -4.664 -0.4 -0.6 -0.4 0.14
O 1.828 -0.264 -5.156 -0.3 0.0 0.5 -0.45
Br -0.970 0.916 -5.608 0.4 -0.1 0.3 -0.13
C 0.763 -1.186 -1.996 0.0 -0.2 0.2 -0.37
N 0.801 -1.040 -0.702 0.1 0.1 0.0 -0.35
C 0.385 0.163 -0.224 0.1 -0.4 0.0 0.27
H -3.538 -3.473 -1.021 0.1 0.1 0.0 0.33
H -5.288 -3.149 -1.112 0.1 0.2 -0.1 0.39
H -4.637 -4.646 -1.752 0.0 0.0 -0.2 0.34
H -5.811 -4.908 0.391 -0.1 0.1 0.4 0.29
H -4.554 -3.969 1.216 0.0 0.1 0.1 0.30
H -4.518 -6.790 0.220 -0.2 0.0 -0.3 0.34
H -3.142 -5.852 -0.311 0.3 -0.2 0.0 0.48
H -3.411 -7.167 2.185 -0.3 -0.1 0.1 0.46
H -3.756 -5.456 2.552 -0.3 -0.2 0.3 0.47
H -1.173 -6.694 2.160 0.0 -0.2 -0.1 0.34
H -1.406 -5.498 0.896 0.0 -0.1 -0.2 0.39
H -1.906 -3.800 2.444 -0.2 0.1 0.1 0.11
H -1.896 -4.869 3.827 0.0 -0.1 0.2 0.41
H 0.581 -4.780 2.070 0.0 0.1 -0.2 0.40
H 0.474 -5.015 3.786 0.1 -0.1 0.1 0.42
H 1.401 -2.870 3.547 0.1 0.2 0.2 0.33
H -0.286 -2.616 4.043 0.0 0.2 0.2 0.34
H 0.720 -2.581 1.188 0.0 -0.1 -0.2 0.23
H -0.854 -2.042 1.676 -0.2 0.2 0.1 0.34
H 1.872 -0.724 2.240 0.2 -0.3 -0.1 0.08
H 0.457 -0.345 3.163 0.1 0.2 0.1 0.39
H -0.025 1.779 2.727 0.0 -0.1 0.1 0.40
H -0.686 3.589 1.207 -0.1 0.1 0.1 0.38
H 0.663 3.658 -2.704 -0.1 -0.5 -0.4 0.24
H -1.322 5.375 -0.650 -0.3 0.3 -0.3 0.30
H 2.389 -0.238 -4.371 0.3 0.3 -0.2 0.35
H 1.070 -2.136 -2.419 0.0 -0.2 0.1 0.50
C 4.436 1.332 8.321 0.1 0.1 -0.2 -1.10
C 3.566 0.219 7.777 0.1 0.0 0.4 -0.20
O 3.334 0.355 6.366 -0.1 0.0 0.0 -0.33
C 4.359 0.026 5.583 -0.1 0.0 0.0 0.73
O 5.427 -0.391 5.943 0.1 0.0 0.0 -0.56
O 3.992 0.235 4.316 0.0 0.0 -0.1 -0.26
C 5.031 0.002 3.362 0.0 0.0 -0.2 -0.74
H 4.004 2.304 8.079 -0.1 0.0 0.1 0.29
H 4.526 1.245 9.404 0.0 0.0 0.0 0.36
H 5.435 1.298 7.889 0.0 -0.1 0.0 0.31
H 2.580 0.261 8.235 -0.1 0.0 -0.2 0.29
H 3.989 -0.762 7.989 0.1 0.0 -0.1 0.32
H 5.449 -0.995 3.475 0.0 0.0 0.1 0.34
H 5.813 0.753 3.466 0.1 -0.1 0.1 0.35
H 4.575 0.094 2.380 -0.1 0.0 0.1 0.19
C -0.766 4.452 -5.633 0.1 0.0 -0.4 -0.79
C -1.310 5.863 -5.626 -0.2 -0.3 0.3 -0.35
O -0.528 6.753 -6.442 0.0 0.1 0.0 -0.36
C -0.701 6.632 -7.754 0.0 0.1 0.1 0.78
O -1.461 5.883 -8.310 0.0 0.0 0.0 -0.56
O 0.112 7.502 -8.361 0.0 0.0 0.0 -0.35
C 0.087 7.427 -9.787 0.1 0.1 -0.2 -0.64
H 0.282 4.448 -5.332 0.0 0.0 0.1 0.20
H -1.329 3.827 -4.945 0.0 0.1 0.1 0.16
H -0.825 4.013 -6.628 -0.1 0.0 0.0 0.46
H -1.256 6.272 -4.619 0.1 0.1 -0.1 0.26
H -2.353 5.894 -5.941 0.0 0.0 -0.2 0.33
H -0.927 7.533 -10.166 0.0 -0.1 0.0 0.29
H 0.516 6.485 -10.123 -0.1 0.0 0.0 0.29
H 0.696 8.250 -10.150 0.0 0.0 0.1 0.22

---

80
Properties=species:S:1:pos:R:3:forces:R:3:mulliken_charge:R:1 method="wB97M-V/def2-TZVPD" relative_energy_kcal_mol=0.0 energy_ha=-3266.91433 gap_ev=7.3 charge=0 homo_energy_ev=-7.154
C -2.162 1.010 -4.085 -0.2 0.2 0.2 -1.13
C -1.091 0.321 -4.866 0.6 -0.1 -0.8 0.15
H -2.273 2.049 -4.422 0.0 -0.2 0.2 0.38
H -1.914 0.991 -3.016 -0.1 0.1 -0.2 -0.03
H -3.149 0.527 -4.202 0.4 0.0 0.0 0.25
C -0.730 0.680 -6.108 -0.2 -0.6 0.7 0.20
C -1.319 1.807 -6.876 -0.1 0.4 -0.4 -1.50
H 0.015 0.090 -6.636 -0.1 0.1 0.2 0.32
H -1.447 2.706 -6.264 0.0 -0.1 -0.1 0.36
H -2.296 1.557 -7.306 0.1 0.0 0.1 0.29
H -0.656 2.050 -7.710 -0.1 0.1 0.1 0.38
In -1.796 0.301 2.092 -0.9 0.3 0.6 1.08
Cl -2.830 -1.537 3.398 0.2 0.4 -0.4 -0.50
Cl -2.576 0.347 -0.163 0.1 -0.1 0.3 -0.41
C -0.014 -2.176 1.976 0.4 1.5 0.5 0.25
O 0.004 -0.930 2.238 -0.2 -1.8 -0.2 -0.59
N 1.109 -2.875 1.960 -0.3 0.4 -0.2 0.35
C 2.380 -2.170 2.153 0.1 0.0 0.0 -0.88
C 1.061 -4.265 1.523 -0.2 -0.2 -0.2 -0.86
H -0.949 -2.710 1.767 0.2 0.1 0.1 0.40
H 2.272 -1.443 2.965 0.0 -0.2 -0.2 0.27
H 2.686 -1.626 1.246 -0.2 -0.2 0.2 0.17
H 3.154 -2.899 2.400 -0.1 0.1 0.0 0.41
H 0.102 -4.697 1.835 0.4 0.0 0.0 0.34
H 1.887 -4.822 1.968 -0.2 0.1 0.0 0.31
H 1.113 -4.335 0.428 0.2 0.0 0.3 0.31
H -2.062 4.979 2.148 0.4 -0.1 0.1 0.33
H -0.652 2.957 0.210 0.2 0.2 0.2 0.23
C -0.993 5.037 2.411 0.2 0.1 0.1 -0.90
C 0.125 3.497 0.776 -0.2 -0.1 0.1 -0.85
N -0.306 3.776 2.148 0.1 -0.6 0.4 0.27
H -0.890 5.291 3.475 -0.1 0.0 -0.4 0.32
C -0.326 2.805 3.057 -0.5 -0.6 -0.4 -0.10
O -0.054 1.590 2.805 0.0 1.3 -0.2 -0.72
H 1.047 2.901 0.796 -0.3 0.2 0.0 0.31
H -0.666 3.087 4.068 0.3 0.1 -0.3 0.42
H -0.502 5.799 1.802 -0.2 0.1 0.2 0.33
H 0.305 4.461 0.293 0.1 -0.2 0.0 0.38
O 0.268 -0.194 -3.013 0.4 0.0 0.2 -0.10
C -0.379 -0.808 -4.127 0.1 0.2 0.3 0.32
C 1.808 -1.095 -5.403 -0.1 -0.3 -0.2 0.08
C 0.576 -1.618 -4.993 -0.4 0.0 0.0 0.12
H 2.100 -0.088 -5.080 -0.1 -0.5 -0.1 0.76
C 2.602 -1.828 -6.296 -0.2 0.1 0.3 -1.07
H -1.174 -1.458 -3.725 0.3 -0.1 -0.1 0.30
C 0.142 -2.864 -5.467 0.3 0.4 -0.1 -0.43
H 3.567 -1.415 -6.595 -0.3 -0.2 0.0 0.41
C 2.159 -3.058 -6.795 -0.1 0.1 0.1 -0.44
C 0.923 -3.569 -6.384 0.0 0.0 0.1 -0.69
H -0.841 -3.223 -5.143 0.4 0.0 -0.2 0.40
H 2.773 -3.602 -7.518 -0.2 0.1 0.3 0.37
H 0.560 -4.525 -6.771 0.2 0.3 0.1 0.38
Si 1.446 -0.549 -1.875 -1.0 0.3 -0.9 -0.27
Cl -3.138 2.197 2.902 0.2 -0.4 -0.1 -0.50
C 3.011 0.364 -2.303 0.1 -0.2 0.0 -1.12
C 1.675 -2.405 -1.793 0.2 0.0 0.1 -0.95
C 0.729 0.151 -0.310 0.1 -0.1 0.0 0.26
H 3.458 0.014 -3.242 0.0 0.1 0.3 0.34
H 3.719 0.199 -1.480 0.1 0.1 -0.2 0.39
H 2.809 1.440 -2.383 0.1 -0.2 0.0 0.31
H 0.284 1.137 -0.509 0.2 -0.4 0.0 -0.15
H 1.419 0.216 0.547 -0.3 0.0 -0.3 0.38
H -0.109 -0.517 -0.066 0.4 0.3 0.0 -0.57
H 1.962 -2.799 -2.778 0.0 0.0 0.2 0.39
H 0.753 -2.910 -1.473 0.1 0.1 -0.1 0.24
H 2.472 -2.649 -1.078 -0.1 -0.1 -0.1 0.51
N -0.616 0.191 5.350 0.6 -0.5 -1.3 -0.02
C -1.130 0.568 6.540 -0.8 0.5 1.7 0.78
C -2.441 0.134 6.908 0.6 0.1 -0.2 -0.35
C -2.990 0.510 8.129 0.4 0.2 -0.1 -0.54
C -2.258 1.317 9.019 0.0 -0.1 -0.1 -0.50
C -0.976 1.763 8.663 -0.4 -0.3 -0.1 -0.47
C -0.402 1.384 7.451 -0.5 -0.4 -0.6 -0.41
H -1.130 -0.473 4.776 0.2 0.3 0.3 -0.22
H 0.237 0.577 4.953 -0.6 -0.2 0.4 0.10
H -2.984 -0.509 6.199 0.2 0.4 0.4 0.27
H -4.007 0.188 8.376 0.4 0.1 0.0 0.34
H -2.675 1.565 9.997 0.1 0.1 -0.4 0.34
H -0.427 2.425 9.332 -0.1 -0.2 -0.1 0.35
H 0.613 1.684 7.173 -0.3 0.0 0.2 0.33